C3N4OS | wB97M-V/def2-TZVPD

Structure (XYZ):
```
9
Properties=species:S:1:pos:R:3:forces:R:3:nbo_charge:R:1
C -0.15405 0.61106 -1.14157 -0.1 -3.1 -1.7 0.29
C -1.72436 -0.26631 0.80316 2.3 2.6 0.7 0.48
C 2.18730 -0.44439 0.34094 0.6 2.5 0.7 -0.02
N 0.02620 -0.11637 -2.05332 -0.1 1.0 1.0 -0.15
N -2.50819 -1.06478 0.81311 -2.8 -3.3 -0.3 -0.29
N 2.01924 -1.55422 0.07557 -0.3 -1.0 -0.4 -0.24
N -0.33552 1.32470 -0.09628 1.5 2.4 2.4 -0.07
O -0.96094 0.75692 1.05082 0.6 0.2 -1.5 -0.27
S 2.43859 1.18035 0.75580 -1.7 -1.5 -0.8 0.27
```
Positions in Å, forces in eV/Å.

Results
E_HOMO (spin up / spin down)	-10.4 / -10.5	eV
ΔE to the lowest compared entry with this formula, charge and spin	2.177	eV
strongest force on any atom	0.084	Eh/bohr
electronic energy	-806.4923	a.u.